Entry 1:
The following is a DFT calculation (ωB97M-V with the def2-TZVPD basis set) of one molecule with the formula C3H5NO2Si at a distorted geometry.

## Properties
<S²> = 2.0137
Charge = 0
Largest force on an atom = 5.5 eV Å⁻¹
LUMO level (alpha / beta) = 0.616 / -3.608 eV
2S+1 = 3

```
12
C3H5NO2Si, DFT ωB97M-V with the def2-TZVPD basis set
C -0.559 0.004 -1.664
C -0.489 1.552 0.350
C 0.544 0.602 0.357
N -0.117 1.046 -0.918
O -1.319 2.303 0.754
O -0.435 -1.138 -1.289
Si 0.404 -1.180 0.996
H -1.067 0.326 -2.739
H 1.435 1.069 0.339
H 1.721 -1.619 0.566
H -0.718 -2.213 0.957
H 0.601 -0.752 2.291
```

=====

Entry 2:
The following is a DFT calculation (ωB97M-V with the def2-TZVPD basis set) of one molecule with the formula C4H11NO at a distorted geometry.

## Properties
Structure (SMILES) = CC(C)NCO
Charge = 0
Largest force on an atom = 4.2 eV Å⁻¹
LUMO level = 0.906 eV

```
17
C4H11NO, DFT ωB97M-V with the def2-TZVPD basis set
C 1.645 0.773 -0.421
C 0.765 -0.203 0.282
C 0.627 -1.631 -0.278
N -0.484 0.282 0.844
C -1.787 0.214 0.104
O -2.141 1.460 -0.334
H 1.266 1.810 -0.460
H 2.528 0.743 0.130
H 1.855 0.496 -1.427
H 1.253 -0.415 1.325
H 0.395 -2.212 0.627
H -0.074 -1.583 -1.152
H 1.614 -2.007 -0.654
H -0.261 1.141 1.260
H -1.720 -0.431 -0.759
H -2.673 -0.273 0.562
H -2.808 1.836 0.352
```

=====

Entry 3:
The following is a DFT calculation (ωB97M-V with the def2-TZVPD basis set) of one molecule with the formula C3H5N5 at a distorted geometry.

## Properties
Structure (SMILES) = [H]/N=c1\cnnnn1C
Charge = 0
Largest force on an atom = 6.0 eV Å⁻¹
LUMO level = -1.034 eV

```
13
C3H5N5, DFT ωB97M-V with the def2-TZVPD basis set
H -1.785 -1.578 0.295
N -1.482 -0.740 -0.206
C -0.207 -0.686 -0.058
C 0.719 -1.675 0.086
N 2.000 -1.444 0.138
N 2.219 -0.110 0.077
N 1.517 0.879 -0.280
N 0.184 0.581 -0.391
C -0.674 1.715 -0.040
H 0.249 -2.542 0.329
H -1.522 1.110 0.744
H -1.152 1.844 -1.190
H -0.067 2.646 0.497
```

=====

Entry 4:
The following is a DFT calculation (ωB97M-V with the def2-TZVPD basis set) of C42H33FeN7O10 as an isolated structure at a distorted geometry.

## Properties
Charge = -2
Largest force on an atom = 1.1 eV Å⁻¹
LUMO level (alpha / beta) = 3.045 / 3.045 eV

```
93
C42H33FeN7O10, DFT ωB97M-V with the def2-TZVPD basis set
Fe 1.498 -0.555 1.946
O 2.951 -5.944 4.492
C 2.787 -4.705 3.924
C 2.014 -3.730 4.517
C 1.876 -2.523 3.867
N 2.449 -2.246 2.681
C 3.252 -3.187 2.127
C 3.426 -4.426 2.736
C 4.087 -3.004 0.814
O 4.921 -3.921 0.650
O 3.979 -1.950 0.168
C 1.043 -1.434 4.539
O 0.554 -1.690 5.645
O 0.956 -0.357 3.893
H 2.398 -5.976 5.280
H 1.506 -3.862 5.465
H 4.073 -5.141 2.252
C -4.393 7.603 -7.473
O -3.889 6.308 -7.706
C -3.348 5.649 -6.635
C -2.853 4.370 -6.891
C -2.289 3.628 -5.877
C -2.202 4.137 -4.577
C -2.698 5.410 -4.338
C -3.270 6.171 -5.354
C -1.589 3.312 -3.529
N -1.078 2.121 -3.722
C -0.615 1.720 -2.489
C -0.857 2.690 -1.545
N -1.485 3.706 -2.223
C -0.501 2.571 -0.162
C -0.745 3.519 0.837
C -0.357 3.238 2.125
C 0.270 2.019 2.395
N 0.503 1.127 1.454
C 0.143 1.386 0.196
C 0.482 0.375 -0.798
N 1.214 -0.659 -0.363
C 1.556 -1.601 -1.217
C 1.159 -1.576 -2.559
C 0.424 -0.509 -3.023
C 0.085 0.512 -2.132
H -4.776 7.958 -8.428
H -3.610 8.283 -7.125
H -5.206 7.592 -6.742
H -2.922 3.979 -7.898
H -1.901 2.637 -6.064
H -2.645 5.845 -3.348
H -3.641 7.160 -5.125
H -1.767 4.587 -1.835
H -1.223 4.463 0.598
H -0.512 3.944 2.929
H 0.594 1.745 3.390
H 2.193 -2.383 -0.825
H 1.457 -2.382 -3.216
H 0.120 -0.430 -4.059
C 5.661 -0.113 1.642
N 5.085 1.148 1.197
C 5.766 2.003 0.390
C 5.174 3.082 -0.145
C 3.754 3.323 0.131
O 3.187 4.324 -0.330
N 3.095 2.407 0.901
C 3.721 1.366 1.433
O 3.183 0.512 2.184
H 6.729 -0.099 1.420
H 5.178 -0.946 1.130
H 5.509 -0.238 2.713
H 6.804 1.749 0.211
H 5.714 3.768 -0.782
C -4.543 -6.398 2.650
C -3.683 -5.198 2.350
C -2.795 -5.203 1.284
C -2.004 -4.096 0.988
C -1.022 -4.137 -0.152
C -2.126 -2.949 1.771
C -3.000 -2.926 2.861
C -3.064 -1.711 3.746
C -3.765 -4.053 3.135
C -1.287 -1.717 1.462
O -1.843 -0.749 0.930
O -0.073 -1.841 1.802
H -4.170 -7.286 2.137
H -5.576 -6.239 2.328
H -4.566 -6.611 3.721
H -2.702 -6.096 0.671
H -1.056 -5.099 -0.666
H -0.010 -3.965 0.217
H -1.232 -3.346 -0.876
H -2.098 -1.540 4.229
H -3.820 -1.834 4.524
H -3.289 -0.822 3.157
H -4.434 -4.040 3.991
```

=====

One value per record, in order, for total energy: -16646.65431 -7862.22979 -10636.36548 -109390.51189 eV.
One value per record, in order, for ΔE to the lowest compared entry with this formula, charge and spin: 2.3482 2.3238 6.5086 0.1056 eV.